[1]
Computed, not measured: the molecule C5H7NOS at a distorted geometry, with ωB97M-V with the def2-TZVPD basis set.

structure (SMILES): O=CN1[C@@H]2CSC[C@@H]21
largest force on an atom: 2.97 eV Å⁻¹
Kohn-Sham gap: 9.59 eV

```
! RIJCOSX wB97M-V def2-TZVPD def2/J DEFGRID3
* xyz 0 1
C -1.3971 1.7452 -0.5376
C 0.5176 0.4048 -0.4356
C 1.1955 -0.7877 -1.0667
C -0.1300 -1.3615 1.1971
C -0.2241 0.0969 0.7912
H -0.7589 2.4438 0.0693
H 1.1460 1.3354 -0.5229
H 1.0952 -0.8019 -2.1025
H 2.2188 -0.7822 -0.7803
H -1.1064 -1.7326 1.5288
H 0.5312 -1.5264 2.0109
H -0.2624 0.7824 1.6306
N -0.8942 0.4263 -0.4385
O -2.4323 2.0475 -1.0527
S 0.5012 -2.2900 -0.2910
*
```

=====

[2]
Computed, not measured: a cluster of 2 separate species, C4H5I in total at a distorted geometry, with ωB97M-V with the def2-TZVPD basis set.

largest force on an atom: 4.32 eV Å⁻¹
Kohn-Sham gap: 7.82 eV

```
! RIJCOSX wB97M-V def2-TZVPD def2/J DEFGRID3
* xyz 0 1
C 2.2284 0.5466 -1.6927
C 1.3981 0.6598 -0.8410
C -1.4192 -0.5013 0.2438
C -0.3813 0.2351 0.9854
I 0.7699 -0.7466 2.4097
H 2.9736 0.5807 -2.4403
H -1.7948 0.1091 -0.5758
H -2.2590 -0.7312 0.9096
H -1.0423 -1.4466 -0.1453
H -0.4732 1.2944 1.1466
*
```

=====

[3]
Computed, not measured: a structure of composition C4H12N3S at a distorted geometry, with ωB97M-V with the def2-TZVPD basis set.

largest force on an atom: 3.69 eV Å⁻¹
Kohn-Sham gap: 5.28 eV

```
! RIJCOSX wB97M-V def2-TZVPD def2/J DEFGRID3
* xyz -1 1
C 0.1061 0.9831 0.5589
N 2.0051 0.8807 0.5847
C 2.0682 -0.0170 -0.4497
N 3.3408 -0.7329 -0.6157
C -1.0803 0.1479 1.1351
C -2.0176 0.0224 -0.0932
S -1.3976 -0.8116 -1.5394
N -1.5903 0.7539 2.2849
H -0.0048 1.9531 1.0622
H 0.9933 0.3829 1.1521
H 0.0132 1.0956 -0.5396
H 1.6892 0.2981 -1.4342
H 1.1816 -1.0384 -0.2359
H 3.9635 0.0437 -0.3760
H 3.4866 -1.3793 0.1554
H 0.7300 -1.6771 -0.5387
H -2.8792 -0.5932 0.1577
H -2.3877 1.0385 -0.2793
H -0.6594 -0.8666 1.3159
H -1.7841 0.0169 2.9602
*
```

=====

Energy relative to the best compared isomer or geometry (same formula, charge and spin): 44.7 103.3 240.8 (kcal/mol)
LUMO: 0.031 -0.051 0.089 (hartree)